No. 1
Molecular formula: C40H80Br12O14S7
Method: DFT, wB97M-V/def2-TZVPD

Properties
Energy above the lowest of the compared OMol25 structures with the same formula, charge and spin, kcal/mol: 76.1
Highest occupied orbital energy, eV: -9.7
DFT total energy, eV: -987794.6822

XYZ file:
```
153
C40H80Br12O14S7 wB97M-V/def2-TZVPD
C -0.447 2.018 7.160
C 1.016 2.478 6.939
C 1.729 1.466 5.978
S 0.406 0.886 4.859
O 0.475 -0.514 4.442
O 0.138 1.942 3.851
C -0.981 1.045 6.064
H -1.153 2.842 7.257
H -0.468 1.563 8.150
H 1.584 2.542 7.868
H 1.120 3.505 6.587
H 1.985 0.604 6.595
H 2.672 1.643 5.461
H -0.983 0.002 6.383
H -1.934 1.161 5.548
C 1.092 5.713 -0.120
C 0.781 6.661 -1.287
C 0.520 5.816 -2.556
S -0.354 4.323 -1.962
O 0.287 3.105 -2.431
O -1.819 4.423 -2.058
C 0.066 4.634 -0.218
H 1.259 6.213 0.834
H 2.043 5.304 -0.460
H 1.517 7.432 -1.517
H -0.084 7.222 -0.934
H 1.526 5.439 -2.740
H 0.044 6.285 -3.417
H 0.447 3.656 0.076
H -0.831 4.952 0.313
C 4.828 4.535 -0.582
C 6.213 4.330 -1.292
C 6.097 4.063 -2.786
S 4.360 3.573 -3.040
O 4.226 2.203 -3.615
O 3.623 4.670 -3.617
C 3.975 3.496 -1.253
H 4.583 5.557 -0.872
H 4.952 4.489 0.500
H 6.828 3.510 -0.922
H 6.941 5.125 -1.130
H 6.860 3.355 -3.109
H 6.215 4.958 -3.396
H 4.281 2.554 -0.798
H 2.898 3.542 -1.092
C -2.794 1.212 -2.710
C -3.941 2.216 -2.737
C -5.211 1.522 -3.313
S -5.125 -0.185 -2.701
O -5.623 -1.044 -3.782
O -5.774 -0.256 -1.377
C -3.240 -0.305 -2.558
H -2.042 1.588 -2.016
H -2.327 1.304 -3.690
H -3.795 3.087 -3.375
H -4.116 2.593 -1.729
H -5.104 1.432 -4.394
H -6.175 1.944 -3.028
H -2.910 -0.949 -3.373
H -3.099 -0.841 -1.619
C -0.984 -6.095 0.045
C -2.134 -5.549 0.892
C -2.685 -6.829 1.615
S -2.750 -8.121 0.252
O -4.044 -8.093 -0.396
O -2.158 -9.361 0.757
C -1.543 -7.208 -0.862
H -0.136 -6.401 0.657
H -0.519 -5.428 -0.680
H -2.890 -5.102 0.246
H -1.890 -4.803 1.648
H -3.675 -6.781 2.068
H -2.031 -7.336 2.325
H -2.216 -6.757 -1.591
H -0.898 -8.006 -1.231
C 0.782 0.294 1.014
C 1.045 0.406 -0.501
C 1.232 -1.013 -1.006
S -0.112 -1.959 -0.037
O 0.686 -3.077 0.421
O -1.386 -2.127 -0.750
C -0.325 -0.684 1.305
H 0.562 1.249 1.491
H 1.611 0.009 1.662
H 1.947 0.978 -0.717
H 0.282 1.046 -0.944
H 2.220 -1.304 -0.651
H 1.151 -1.223 -2.072
H -0.468 -1.103 2.301
H -1.302 -0.346 0.960
C -4.422 3.069 1.546
C -2.863 2.799 1.514
C -2.274 3.746 2.579
S -3.296 5.283 2.364
O -2.454 6.211 1.621
O -3.861 5.636 3.641
C -4.536 4.571 1.222
H -4.762 2.814 2.550
H -4.921 2.573 0.714
H -2.432 2.885 0.517
H -2.703 1.741 1.722
H -1.210 3.981 2.603
H -2.619 3.365 3.540
H -4.098 4.898 0.279
H -5.505 4.985 1.499
Br 5.613 -6.100 2.608
C 3.873 -5.694 1.790
C 3.829 -4.256 1.280
Br 4.934 -4.050 -0.324
H 3.132 -6.033 2.514
H 3.718 -6.459 1.029
H 4.136 -3.446 1.941
H 2.838 -3.887 1.014
Br -3.603 -2.726 4.072
C -4.706 -3.164 2.519
C -4.261 -2.243 1.322
Br -4.811 -0.362 1.602
H -5.760 -3.019 2.754
H -4.505 -4.203 2.256
H -4.802 -2.511 0.414
H -3.189 -2.277 1.125
Br 1.236 3.480 -6.520
C 1.775 1.935 -5.370
C 0.605 0.878 -5.544
Br 1.244 -0.885 -4.816
H 1.965 2.242 -4.342
H 2.656 1.502 -5.845
H 0.350 0.820 -6.603
H -0.282 1.167 -4.979
Br 5.256 -0.607 -1.443
C 4.823 -1.461 -3.198
C 5.738 -0.960 -4.306
Br 4.970 -1.134 -6.169
H 3.765 -1.330 -3.428
H 4.827 -2.546 -3.087
H 6.491 -1.747 -4.272
H 6.023 0.071 -4.098
Br 1.090 -5.352 -3.312
C -0.704 -5.025 -4.166
C -1.513 -4.061 -3.270
Br -3.345 -3.730 -4.054
H -1.304 -5.923 -4.320
H -0.593 -4.459 -5.091
H -1.090 -3.086 -3.026
H -1.632 -4.535 -2.295
Br -0.613 -5.444 4.396
C 0.318 -3.723 4.159
C 1.801 -3.857 4.457
Br 2.880 -2.234 3.839
H -0.160 -2.899 4.688
H 0.215 -3.507 3.096
H 2.177 -4.802 4.065
H 1.920 -3.830 5.540
```

Mulliken population analysis, charges in e, atoms 1 to 4: atom 1 (C): -0.702, atom 2 (C): -0.688, atom 3 (C): -0.817, atom 4 (S): 0.773


No. 2
Molecular formula: C5H5N
Method: DFT, wB97M-V/def2-TZVPD

Properties
Energy above the lowest of the compared OMol25 structures with the same formula, charge and spin, kcal/mol: 135.3
Highest occupied orbital energy (spin up / spin down), eV: -8.6 / -8.6
DFT total energy, eV: -6750.0417

XYZ file:
```
11
C5H5N wB97M-V/def2-TZVPD
C 0.286 1.118 -0.438
C -0.687 0.203 -0.287
C 1.291 0.146 -0.279
C 2.477 -0.193 0.257
C -2.086 0.030 0.010
N 0.240 -0.616 -0.776
H 2.917 -1.105 0.393
H 2.966 0.501 0.853
H -2.689 0.691 -0.623
H -2.186 0.118 1.116
H -2.529 -0.894 -0.226
```

Mulliken population analysis, charges in e, atoms 1 to 4: atom 1 (C): -0.494, atom 2 (C): 0.785, atom 3 (C): 0.667, atom 4 (C): -0.950


No. 3
Molecular formula: C43H28ClF9IN4O8PS2SeV
Method: DFT, wB97M-V/def2-TZVPD

Properties
Charge: -2
Highest occupied orbital energy (spin up / spin down), eV: -1.9 / -1.7
DFT total energy, eV: -234454.2131
Multiplicity: 2

XYZ file:
```
99
C43H28ClF9IN4O8PS2SeV wB97M-V/def2-TZVPD
V -0.897 1.326 -0.451
C -3.412 1.125 3.281
C -3.273 -0.162 2.533
N -3.771 -1.255 3.068
C -3.728 -2.404 2.375
C -3.253 -2.517 1.093
C -3.296 -3.862 0.424
O -2.051 -4.557 0.465
C -2.690 -1.370 0.483
C -2.330 -1.277 -0.901
N -1.583 -0.307 -1.309
C -1.535 0.266 -2.589
C -2.086 -0.235 -3.824
C -2.449 0.655 -4.777
C -2.552 2.058 -4.500
C -2.275 2.584 -3.282
C -1.590 1.798 -2.277
I -3.883 3.789 -0.133
C -2.639 -0.168 1.252
O -2.108 0.913 0.787
H -3.621 0.924 4.328
H -4.226 1.708 2.840
H -2.508 1.725 3.196
H -4.148 -3.266 2.887
H -3.543 -3.779 -0.635
H -4.071 -4.462 0.917
H -1.747 -4.583 1.382
H -2.787 -1.947 -1.627
H -2.244 -1.300 -3.942
H -2.812 0.295 -5.733
H -3.010 2.687 -5.254
H -2.634 3.571 -3.024
O 1.850 1.098 -1.128
Cl 1.030 2.225 -0.641
O 1.040 3.242 -1.672
O -0.418 1.121 -2.655
O 1.676 2.738 0.542
O 2.357 6.563 2.023
S 0.958 6.683 1.726
O 0.271 7.773 2.372
N 0.144 5.270 1.973
C -0.361 4.837 0.862
S -1.338 3.407 0.923
C -0.154 5.675 -0.336
C -0.662 5.540 -1.617
C -0.354 6.513 -2.556
C 0.458 7.597 -2.238
C 0.963 7.737 -0.950
C 0.641 6.769 -0.030
H -1.276 4.694 -1.884
H -0.753 6.433 -3.559
H 0.689 8.340 -2.991
H 1.573 8.587 -0.671
Se 0.281 1.769 2.819
C -0.109 0.953 4.401
N -0.286 0.400 5.408
F 0.818 -5.862 4.993
C -0.269 -5.225 4.496
F -1.013 -6.200 3.899
F -0.984 -4.804 5.548
C 0.085 -4.150 3.521
C 0.915 -4.492 2.453
C 1.187 -3.555 1.476
C 0.622 -2.279 1.539
C -0.155 -1.942 2.639
C -0.425 -2.867 3.639
P 0.937 -0.953 0.276
C 2.745 -0.865 0.641
C 3.142 -0.071 1.714
C 4.482 0.165 1.961
C 5.444 -0.418 1.146
C 5.064 -1.266 0.117
C 3.720 -1.489 -0.132
C 6.892 -0.144 1.390
F 7.130 1.092 1.865
F 7.645 -0.279 0.273
F 7.438 -1.001 2.296
C 0.898 -1.957 -1.276
C 0.064 -3.073 -1.385
C -0.149 -3.685 -2.606
C 0.475 -3.201 -3.749
C 1.323 -2.106 -3.661
C 1.530 -1.496 -2.434
C 0.158 -3.838 -5.061
F 0.869 -3.343 -6.092
F 0.375 -5.176 -5.059
F -1.148 -3.685 -5.397
H 1.342 -5.486 2.404
H 1.838 -3.815 0.651
H -0.550 -0.940 2.731
H -1.027 -2.579 4.489
H 2.395 0.404 2.339
H 4.771 0.839 2.756
H 5.820 -1.717 -0.512
H 3.441 -2.141 -0.947
H -0.452 -3.465 -0.521
H -0.821 -4.532 -2.669
H 1.809 -1.727 -4.550
H 2.152 -0.615 -2.378
```

Mulliken population analysis, charges in e, atoms 1 to 4: atom 1 (V): 0.266, atom 2 (C): -1.213, atom 3 (C): 0.816, atom 4 (N): -0.604


No. 4
Molecular formula: CH3O3S
Method: DFT, wB97M-V/def2-TZVPD

Properties
Charge: -1
Energy above the lowest of the compared OMol25 structures with the same formula, charge and spin, kcal/mol: 51.0
Highest occupied orbital energy, eV: -2.1
DFT total energy, eV: -18062.6499

XYZ file:
```
8
CH3O3S wB97M-V/def2-TZVPD
C -0.277 1.460 0.525
O -1.093 0.498 0.272
O 0.323 -0.036 -1.747
O -0.443 2.215 1.481
S -0.850 -0.616 -1.075
H 0.572 1.639 -0.232
H 0.529 -2.748 0.448
H 1.239 -2.412 0.328
```

Mulliken population analysis, charges in e, atoms 1 to 4: atom 1 (C): 0.296, atom 2 (O): -0.313, atom 3 (O): -0.605, atom 4 (O): -0.617


No. 5
Molecular formula: C33H39N4O
Method: DFT, wB97M-V/def2-TZVPD

Properties
Charge: +1
Energy above the lowest of the compared OMol25 structures with the same formula, charge and spin, kcal/mol: 18.9
Highest occupied orbital energy, eV: -9.5
DFT total energy, eV: -42855.7100

XYZ file:
```
77
C33H39N4O wB97M-V/def2-TZVPD
C 5.774 -1.363 -0.373
N 4.339 -1.482 -0.185
C 3.429 -0.525 -0.499
C 2.128 -0.956 -0.127
C 0.939 -0.242 -0.275
C -0.357 -0.852 -0.300
C -0.600 -2.136 -0.855
C -1.816 -2.785 -0.728
C -2.896 -2.132 -0.064
N -4.086 -2.774 0.125
C -4.377 -4.030 -0.533
C -3.150 -4.922 -0.625
C -1.979 -4.173 -1.258
C -5.258 -2.062 0.588
C -4.901 -1.014 1.626
C -3.819 -0.074 1.100
C -2.705 -0.800 0.415
C -1.482 -0.177 0.247
C 2.313 -2.281 0.477
C 1.477 -3.201 1.096
C 2.012 -4.430 1.518
C 3.377 -4.718 1.381
C 4.255 -3.775 0.820
C 3.694 -2.579 0.391
H 6.244 -2.264 0.031
H 6.029 -1.273 -1.438
H 6.164 -0.475 0.148
H 3.709 0.390 -1.012
H 1.008 0.832 -0.410
H 0.210 -2.643 -1.387
H -5.172 -4.521 0.043
H -4.772 -3.839 -1.546
H -2.869 -5.262 0.379
H -3.400 -5.803 -1.223
H -2.129 -4.126 -2.348
H -1.052 -4.738 -1.093
H -5.770 -1.584 -0.266
H -5.946 -2.805 1.008
H -5.798 -0.447 1.885
H -4.539 -1.510 2.536
H -4.270 0.643 0.393
H -3.413 0.518 1.931
H -1.343 0.847 0.611
H 0.427 -2.961 1.244
H 1.348 -5.173 1.962
H 3.768 -5.676 1.718
H 5.324 -3.948 0.712
C -2.681 4.536 -1.342
C -2.391 3.432 -0.343
N -1.039 3.452 0.261
C -0.844 4.479 1.314
C -0.772 3.913 2.723
C 0.020 3.045 -0.562
C 1.323 2.910 0.034
N 2.495 3.139 -0.672
C 2.542 3.220 -2.058
C 3.753 3.360 -2.712
C 4.953 3.382 -2.001
C 4.893 3.290 -0.605
C 3.682 3.173 0.043
O -0.225 2.708 -1.743
H -3.686 4.384 -1.745
H -2.654 5.524 -0.871
H -1.968 4.499 -2.169
H -3.087 3.513 0.503
H -2.527 2.451 -0.816
H 0.067 5.056 1.089
H -1.703 5.161 1.231
H -0.737 4.741 3.439
H -1.656 3.306 2.952
H 0.124 3.300 2.861
H 1.444 2.860 1.119
H 1.594 3.159 -2.580
H 3.732 3.443 -3.796
H 5.909 3.454 -2.515
H 5.795 3.303 0.001
H 3.573 3.109 1.124
```

Mulliken population analysis, charges in e, atoms 1 to 4: atom 1 (C): -0.817, atom 2 (N): 0.220, atom 3 (C): -1.338, atom 4 (C): 0.455


No. 6
Molecular formula: CaH16O8
Method: DFT, wB97M-V/def2-TZVPD

Properties
Charge: +2
Energy above the lowest of the compared OMol25 structures with the same formula, charge and spin, kcal/mol: 4.4
Highest occupied orbital energy, eV: -18.8
DFT total energy, eV: -35069.1393

XYZ file:
```
25
CaH16O8 wB97M-V/def2-TZVPD
Ca -0.031 -0.027 -0.079
O 1.691 1.058 -1.382
H 1.686 2.014 -1.540
H 2.436 0.730 -1.904
O 1.981 -1.130 0.511
H 2.085 -1.146 1.474
H 2.563 -1.840 0.203
O -1.288 0.941 -1.991
H -1.511 0.888 -2.932
H -2.155 1.050 -1.572
O -1.847 -1.481 -0.065
H -1.653 -2.344 -0.470
H -2.606 -1.655 0.512
O 0.333 -1.615 -1.970
H -0.421 -1.973 -2.463
H 0.999 -1.464 -2.658
O -1.593 1.379 0.914
H -1.391 1.363 1.865
H -2.496 1.730 0.865
O 1.171 1.787 1.386
H 1.961 1.819 1.946
H 0.857 2.705 1.352
O -0.287 -0.792 2.294
H 0.219 -0.414 3.033
H -0.702 -1.584 2.669
```

Mulliken population analysis, charges in e, atoms 1 to 4: atom 1 (Ca): 1.850, atom 2 (O): -0.497, atom 3 (H): 0.262, atom 4 (H): 0.250